C5H18O5 | ωB97M-V/def2-TZVPD

The max |F| comes out at 0.15379 Eh/bohr. As for the HOMO-LUMO gap: 0.323 hartree. As for the charge: 0. Its relative energy (zero: lowest compared OMol25 entry of this formula, charge and spin) is 72.0 kcal/mol. Its SMILES is C=CC(=C)C.O.O.O.O.O.

Geometry as XYZ:
```
28
Properties=species:S:1:pos:R:3:nbo_charge:R:1
H -0.975 2.813 -0.425 0.48
H -1.431 -0.190 -2.686 0.46
C 2.431 -1.573 0.172 -0.62
H 0.558 -3.474 1.819 0.20
O -3.598 -0.894 -0.148 -0.94
H 2.644 -1.281 -0.841 0.23
O 2.442 2.178 -1.108 -0.93
H 2.869 -0.972 0.777 0.21
H -0.836 -1.560 -0.586 0.17
C 0.380 -2.964 0.876 -0.38
O -0.775 3.702 -0.311 -0.96
H -0.731 1.562 3.248 0.47
H 1.279 0.583 0.069 0.19
H -3.949 -0.328 0.495 0.48
H -0.135 3.925 0.371 0.48
C 0.133 -1.062 -0.362 -0.21
H 2.483 3.051 -0.745 0.47
C 0.422 0.183 -0.621 -0.37
H 3.043 -2.578 0.268 0.21
H -0.731 -3.120 0.560 0.17
H -3.193 -1.624 0.271 0.48
O -1.788 0.581 -2.307 -0.95
H -0.047 0.981 -1.016 0.22
H -1.354 0.693 2.180 0.47
C 1.026 -1.977 0.358 -0.04
H -2.518 0.168 -1.753 0.49
H 3.186 1.717 -0.864 0.46
O -0.838 1.460 2.309 -0.93
```